1.
A 2-piece molecular cluster, C4H3Cl5O overall. Source: the Open Molecules 2025 dataset; level of theory: ωB97M-V/def2-TZVPD.

Structure (XYZ):
```
13
Properties=species:S:1:pos:R:3:forces:R:3
C 0.8685 0.8723 0.0574 -1.031 -0.390 -0.660
C -2.1349 -0.0364 0.0616 -0.451 0.846 -0.038
C -1.1160 -1.1479 0.1775 -0.685 2.215 0.386
C 2.3216 0.4674 -0.1497 0.825 1.456 -0.832
O 0.1921 1.7742 -0.2678 1.061 -0.138 -0.130
Cl -0.7046 -1.7864 1.6791 0.105 -0.351 0.677
Cl -0.9888 -2.1318 -1.1568 0.383 -1.007 -0.980
Cl 2.9663 1.3169 1.2701 0.476 0.015 0.120
Cl 2.5917 -1.2079 -0.0962 -0.259 -1.275 0.392
Cl 3.2656 1.0032 -1.6918 -1.027 0.291 0.953
H -2.6712 -0.1916 -0.9116 0.374 0.479 0.999
H -2.8575 0.0511 0.8940 0.120 -0.910 -0.269
H -1.7328 1.0171 0.1343 0.108 -1.231 -0.617
```
Forces are in eV/Å.

Properties
**HOMO level (alpha / beta)**: -8.83 / -8.02 eV
**LUMO energy (alpha / beta)**: -0.587 / -1.124 eV
**Energy above the lowest of the compared OMol25 structures with the same formula, charge and spin**: 85.5 kcal per mole

***

2.
C19H37BrCeSi4Te as an isolated structure. Source: the Open Molecules 2025 dataset; level of theory: ωB97M-V/def2-TZVPD.

Structure (XYZ):
```
63
Properties=species:S:1:pos:R:3:forces:R:3
C 0.9009 -3.3560 -2.6079 0.793 0.239 -0.221
C 0.7029 -1.9329 -2.6369 1.847 -0.186 0.142
C 1.3630 -1.3738 -1.4764 1.959 -0.406 -1.255
H 0.1044 -1.3688 -3.3632 0.320 -0.343 0.337
C 1.9448 -2.4669 -0.7203 1.000 0.556 -1.789
C 1.6404 -3.6910 -1.4152 0.850 0.770 -0.888
H 1.8710 -4.7040 -1.0600 -0.140 0.527 -0.279
H 0.4938 -4.0747 -3.3352 0.222 0.473 0.609
H 1.3397 -0.3274 -1.1671 0.048 -0.601 -0.156
H 2.4167 -2.3755 0.2615 -0.151 0.006 -0.396
Ce -0.4297 -2.6648 -0.6029 -5.262 -1.264 3.773
Br -2.1665 -4.3411 -1.5041 -1.275 -1.012 -0.803
C -3.2955 -7.5936 -0.1665 0.462 -0.295 -0.808
C -2.0393 -8.2628 -0.0856 -0.405 0.307 -0.739
C -1.5991 -8.5362 -1.4145 -0.722 0.484 0.185
H -1.5130 -8.5212 0.8247 0.006 -0.026 0.027
C -2.5838 -8.0366 -2.3165 -0.091 0.071 0.964
C -3.6322 -7.4524 -1.5456 0.800 -0.595 0.403
H -4.5295 -6.9924 -1.9377 -0.011 0.039 -0.009
H -3.8920 -7.2557 0.6711 -0.012 0.014 0.024
H -0.6801 -9.0387 -1.6901 0.007 -0.020 -0.002
H -2.5451 -8.0938 -3.3972 0.006 0.003 -0.012
C 3.2333 1.7939 -1.0044 0.047 -0.023 -0.136
Si 1.5047 2.5162 -1.1082 0.195 -0.240 -0.341
C 1.7552 4.3701 -1.1559 -0.056 0.057 -0.008
C 0.7108 2.0501 -2.7383 0.103 0.001 -0.177
Si 0.1760 1.9291 0.6851 -0.110 -0.223 0.287
Te -0.7530 -0.3388 1.1456 -0.200 0.909 0.505
Si 1.3714 2.2151 2.6212 -0.097 -0.279 0.208
C 2.0162 3.9557 2.8080 0.202 0.028 0.232
C 0.2982 1.8068 4.0996 0.141 0.115 0.125
C 2.7871 0.9909 2.6374 0.208 0.148 0.111
Si -1.7502 3.1757 0.6716 -0.373 -0.178 0.127
C -1.4439 5.0036 0.8995 -0.160 0.178 -0.083
C -2.6512 2.8734 -0.9382 -0.096 0.220 -0.017
C -2.8867 2.6076 2.0481 -0.080 0.178 -0.034
H 3.7778 2.0956 -1.9119 -0.014 -0.137 0.210
H 3.2323 0.7008 -0.9363 0.162 0.211 0.027
H 3.7497 2.2177 -0.1353 0.014 -0.138 -0.143
H 2.4252 4.5999 -1.9994 -0.154 0.020 0.243
H 0.7957 4.8704 -1.3225 0.225 0.115 0.076
H 2.2128 4.7196 -0.2241 -0.130 0.149 -0.193
H 0.5286 0.9722 -2.8054 -0.025 0.211 -0.115
H -0.2382 2.5834 -2.8644 0.137 -0.157 -0.049
H 1.3942 2.3514 -3.5469 -0.229 -0.146 0.062
H 1.1797 4.6645 2.8260 0.271 0.002 -0.038
H 2.5616 4.0119 3.7634 -0.081 0.193 -0.272
H 2.7008 4.1929 1.9857 -0.096 0.159 0.190
H -0.0869 0.7847 4.0104 -0.036 0.253 0.095
H 0.9238 1.8810 5.0019 -0.231 -0.025 -0.084
H -0.5301 2.5194 4.1774 0.052 -0.207 0.128
H 2.3947 -0.0281 2.5433 0.129 0.136 0.015
H 3.4879 1.1925 1.8204 -0.020 -0.167 0.165
H 3.3160 1.0953 3.5972 -0.013 -0.167 -0.237
H -0.8302 5.4031 0.0850 -0.069 0.088 0.238
H -2.4208 5.5119 0.8934 0.302 0.032 0.043
H -0.9514 5.1809 1.8624 -0.060 0.127 -0.192
H -2.8319 1.7992 -1.0654 0.008 0.216 -0.096
H -3.6127 3.4076 -0.8981 0.159 -0.195 -0.167
H -2.0620 3.2616 -1.7762 -0.217 -0.129 -0.016
H -3.1113 1.5415 1.9349 0.014 0.218 0.162
H -2.4255 2.7932 3.0244 -0.207 -0.138 -0.077
H -3.8193 3.1874 1.9749 0.136 -0.155 0.123
```
Forces are in eV/Å.

Properties
**HOMO level (alpha / beta)**: -2.45 / -2.45 eV
**2S+1**: 2
**LUMO energy (alpha / beta)**: 1.661 / 1.675 eV
**Charge**: -1

***

3.
C51H44IrN8O6STe as an isolated structure. Source: the Open Molecules 2025 dataset; level of theory: ωB97M-V/def2-TZVPD.

Structure (XYZ):
```
112
Properties=species:S:1:pos:R:3:forces:R:3
Ir -1.1139 0.6928 1.1487 0.420 1.295 -1.940
N -2.6233 1.5833 2.1237 0.164 -0.341 1.052
C -3.1544 1.8697 3.1344 0.074 -0.041 0.009
N -3.9021 2.1497 4.1033 -0.391 -0.059 0.229
C -3.6659 2.6248 5.3065 0.196 0.023 -0.347
N -3.5660 3.0338 6.3855 -0.009 -0.021 0.004
C 0.5659 0.8026 2.0913 0.226 0.211 0.402
C 1.6720 1.1875 2.4674 -0.346 -0.139 -0.095
C 2.9077 1.6908 2.9030 0.212 0.099 0.228
C 4.0559 1.5421 2.0081 -0.153 -0.003 0.215
C 5.1058 2.4806 1.9221 0.091 0.003 -0.110
C 6.1520 2.3251 1.0224 -0.071 -0.017 0.069
C 6.1973 1.2411 0.1538 0.008 -0.011 -0.003
C 5.1540 0.3221 0.1943 -0.073 0.003 0.042
C 4.1141 0.4674 1.0987 0.076 0.006 -0.103
C 2.9500 2.3649 4.1965 0.041 -0.088 -0.201
C 4.1494 2.6810 4.8728 -0.026 0.028 0.100
C 4.1484 3.3271 6.1011 -0.020 -0.053 -0.090
C 2.9598 3.6674 6.7356 -0.011 -0.012 0.015
C 1.7632 3.3270 6.1113 -0.008 -0.039 -0.072
C 1.7560 2.6969 4.8777 -0.012 0.058 0.057
H 5.0757 3.3678 2.5412 0.021 -0.024 0.038
H 6.9388 3.0721 0.9893 -0.034 0.001 0.005
H 7.0160 1.1211 -0.5449 -0.032 0.020 -0.007
H 5.1559 -0.5223 -0.4892 -0.013 0.020 0.030
H 3.3130 -0.2590 1.1274 -0.007 -0.042 -0.001
H 5.0950 2.3771 4.4451 0.004 0.046 -0.008
H 5.0966 3.5598 6.5758 -0.003 -0.043 -0.008
H 2.9640 4.1639 7.6990 -0.003 0.000 -0.034
H 0.8170 3.5542 6.5920 0.017 0.008 -0.036
H 0.8094 2.4409 4.4142 0.012 0.014 0.027
O 2.7630 1.9314 -6.8228 -0.028 0.033 -0.003
S 3.7734 0.9414 -7.1302 -0.011 -0.033 0.048
O 5.1429 1.4212 -7.0732 0.007 0.018 -0.033
O 3.4669 0.0859 -8.2613 -0.004 -0.013 -0.034
C 3.7276 -0.2127 -5.7189 -0.048 -0.195 0.423
N 4.5027 -1.3096 -5.8180 -0.275 0.512 -0.105
C 4.4874 -2.1229 -4.7830 -0.036 -0.098 0.187
C 3.7244 -1.8881 -3.6446 0.257 -0.491 0.111
C 2.9702 -0.7391 -3.6339 -0.370 0.250 0.455
N 2.9664 0.0938 -4.6630 0.314 0.165 -0.773
C 2.0784 -0.3581 -2.4839 0.326 -0.161 -0.392
C 1.9656 -1.1219 -1.3355 -0.081 -0.170 0.267
C 1.0535 -0.7654 -0.3598 0.507 -0.154 -0.080
N 0.2617 0.3024 -0.4780 -0.105 -0.694 0.939
C 0.4111 1.0768 -1.5515 -0.207 0.139 -0.424
C 1.3039 0.7859 -2.5680 -0.179 0.280 0.031
H 5.1142 -3.0074 -4.8594 -0.032 -0.013 0.050
H 3.7275 -2.5870 -2.8192 0.054 0.005 -0.043
H 2.5752 -2.0009 -1.1782 -0.050 -0.015 0.028
H 0.9543 -1.3298 0.5575 -0.036 0.007 -0.010
H -0.2456 1.9348 -1.6261 -0.013 -0.039 -0.006
H 1.3996 1.4275 -3.4346 -0.073 -0.013 0.019
C -4.0159 -5.1638 -5.9807 0.028 0.024 0.060
C -3.5416 -4.5581 -4.6845 0.031 -0.017 -0.003
C -2.1886 -4.4616 -4.3908 -0.011 0.002 0.017
C -1.7321 -3.8946 -3.2008 0.043 -0.002 -0.039
C -0.2367 -3.8185 -2.9777 -0.114 0.070 -0.013
C -2.6673 -3.3891 -2.2888 -0.215 -0.055 0.091
Te -1.8655 -2.2617 -0.5721 0.222 -0.006 -0.080
N -1.6047 -1.1739 1.4408 -0.309 -0.410 -0.176
C -2.1883 -1.9351 2.3720 -0.053 0.355 0.081
O -2.7618 -3.0033 2.0714 0.037 -0.089 -0.057
C -2.1863 -1.5488 3.8393 0.083 0.063 -0.034
C -3.0054 -2.2883 4.6912 -0.059 0.041 0.018
C -3.0540 -2.0017 6.0473 0.047 0.020 -0.019
C -2.2857 -0.9679 6.5694 -0.023 -0.046 -0.029
C -1.4643 -0.2314 5.7294 -0.004 0.007 -0.046
C -1.4108 -0.5215 4.3718 -0.072 -0.112 0.079
C -3.0387 -0.5757 -1.0773 0.075 0.065 -0.217
C -3.9626 -0.1232 -0.1370 -0.010 0.013 -0.034
C -4.7568 0.9836 -0.4018 0.029 0.000 0.012
C -4.6250 1.6428 -1.6119 0.007 -0.024 -0.027
C -3.7188 1.1814 -2.5570 -0.019 0.042 0.009
C -2.9185 0.0665 -2.3222 0.031 -0.095 0.017
C -1.9942 -0.4091 -3.4137 -0.021 -0.025 0.100
C -4.0371 -3.5267 -2.5423 -0.068 0.009 0.068
C -5.0840 -3.0598 -1.5600 0.087 0.000 -0.070
C -4.4518 -4.1011 -3.7398 -0.016 0.015 -0.018
H -3.1770 -5.3690 -6.6453 -0.011 -0.003 -0.006
H -4.7024 -4.4911 -6.4981 0.002 -0.010 -0.001
H -4.5454 -6.1027 -5.8036 -0.002 0.003 -0.008
H -1.4610 -4.8252 -5.1109 -0.016 -0.002 0.025
H 0.2851 -4.4582 -3.6893 -0.011 0.000 -0.004
H 0.0424 -4.1270 -1.9699 0.013 -0.017 -0.006
H 0.1332 -2.7980 -3.1156 -0.003 -0.029 0.025
H -3.6062 -3.0806 4.2654 0.048 -0.015 0.008
H -3.6886 -2.5897 6.7005 -0.022 0.032 -0.023
H -2.3288 -0.7352 7.6262 -0.007 0.010 -0.005
H -0.8603 0.5757 6.1261 -0.003 -0.009 -0.014
H -0.7522 0.0452 3.7339 0.093 -0.026 0.025
H -4.0669 -0.6471 0.8046 0.034 0.028 0.017
H -5.4553 1.3339 0.3469 0.011 0.003 0.005
H -5.2229 2.5209 -1.8218 0.004 -0.002 -0.005
H -3.6197 1.7004 -3.5041 0.003 0.001 0.010
H -1.6992 0.4168 -4.0626 0.001 -0.018 0.028
H -2.4820 -1.1689 -4.0299 -0.001 0.005 0.016
H -1.0896 -0.8618 -3.0015 -0.026 0.044 -0.035
H -4.7493 -3.2022 -0.5310 -0.017 0.002 0.008
H -6.0161 -3.6070 -1.7060 0.013 -0.011 0.009
H -5.2954 -1.9959 -1.6896 -0.002 -0.008 0.003
H -5.5166 -4.1901 -3.9401 0.023 -0.005 0.010
N 1.9294 3.6600 0.6185 -0.128 -0.074 -0.086
C 1.0652 4.4658 1.4705 0.109 0.050 -0.122
C -0.3635 3.9542 1.4134 0.093 -0.045 0.013
O -1.2775 4.4021 2.0326 -0.064 -0.056 0.026
O -0.5071 2.9327 0.5147 -0.390 -0.163 0.015
H 2.7381 4.1722 0.2962 -0.036 0.025 -0.070
H 0.3977 2.8502 0.1095 0.193 0.104 0.178
H 2.2702 2.8553 1.1458 0.085 0.139 0.050
H 1.0220 5.4905 1.0977 0.050 0.042 0.042
H 1.3642 4.5025 2.5206 -0.032 -0.063 0.059
```
Forces are in eV/Å.

Properties
**HOMO level (alpha / beta)**: -1.54 / -1.53 eV
**2S+1**: 2
**LUMO energy (alpha / beta)**: 3.114 / 1.973 eV
**Energy above the lowest of the compared OMol25 structures with the same formula, charge and spin**: 26.5 kcal per mole
**Charge**: -2

***

4.
C5H13N as an isolated structure. Source: the Open Molecules 2025 dataset; level of theory: ωB97M-V/def2-TZVPD.

Structure (XYZ):
```
19
Properties=species:S:1:pos:R:3:forces:R:3
C 0.2283 1.5712 -1.0557 -3.504 0.447 0.714
C -0.7179 0.6593 -0.5172 -0.693 -0.238 -1.121
C -0.5620 -0.2242 0.6940 0.728 1.341 1.418
C 0.2807 -1.3734 0.1710 -0.229 -0.686 -1.153
C -1.8295 -0.5223 1.4824 -0.729 0.615 -0.938
N 2.1878 0.3620 -0.7898 0.157 0.310 -0.910
H 0.2094 1.7109 -2.1299 -0.089 0.268 0.143
H 0.4489 2.4053 -0.4205 1.421 -0.105 0.159
H 0.6563 0.4538 -0.8711 2.714 -0.240 0.003
H -1.3637 0.1267 -1.2172 0.297 0.094 -0.404
H 0.1072 0.2713 1.4176 -0.063 0.179 -0.137
H 0.5648 -2.0874 0.9418 0.216 0.122 0.153
H -0.2440 -1.9308 -0.6129 -0.346 -0.150 0.139
H 1.1543 -0.8815 -0.3822 -0.545 -1.593 1.405
H -2.6934 -0.7027 0.8248 0.248 -0.231 0.030
H -1.6982 -1.3778 2.1162 0.089 -0.401 0.378
H -2.1256 0.3466 2.0798 0.173 -0.156 0.065
H 2.7524 0.7439 -0.0355 -0.034 0.159 -0.277
H 2.6441 0.4491 -1.6958 0.190 0.266 0.334
```
Forces are in eV/Å.

Properties
**HOMO level**: -7.39 eV
**LUMO energy**: 0.695 eV
**Energy above the lowest of the compared OMol25 structures with the same formula, charge and spin**: 135.4 kcal per mole

***

Respective max |F| values: 2.4; 6.6; 2.4; 3.6 eV/Å.